141
Properties=species:S:1:pos:R:3:forces:R:3 method="wB97M-V/def2-TZVPD" relative_energy_ev=0.984 multiplicity=1 total_energy_ev=-99322.1202
Cl 2.509 3.407 -1.131 0.0 -0.2 -0.1
S 1.141 -1.556 4.254 -0.1 0.0 0.0
N 2.609 6.077 6.217 -0.2 0.4 0.3
N -1.511 -7.136 -8.749 -0.1 0.0 0.0
N 0.197 5.113 -8.440 0.0 0.1 0.0
N 4.303 1.697 3.683 0.0 0.0 -0.1
N -6.016 -8.668 5.154 -0.3 -0.4 0.3
N -6.015 -4.400 2.438 0.0 0.0 0.1
N -1.247 -2.240 2.227 0.2 1.6 1.2
N -0.441 1.299 -5.143 0.0 0.0 0.0
N 1.039 -7.747 -4.050 0.0 0.0 0.0
N 4.351 4.121 -6.460 0.0 0.1 0.0
N 0.482 8.894 -12.285 0.0 0.0 0.0
N 2.259 0.793 7.839 0.0 0.0 0.1
N 10.091 4.451 -7.148 0.0 0.0 0.0
N -2.127 -2.731 -1.856 -0.1 -0.1 -0.1
C -0.341 -2.480 4.578 0.5 0.3 -0.7
C -7.144 -8.468 5.238 0.0 -0.2 0.1
C 0.663 -7.160 -4.962 0.0 0.1 0.0
C 4.094 4.567 -5.433 0.0 0.0 0.0
C -2.094 -0.972 2.208 -0.2 -0.6 -1.1
C -1.227 -3.300 -2.285 -0.1 0.0 -0.1
C -0.541 -2.968 5.866 1.0 0.5 1.3
C 1.140 2.366 -6.914 0.2 0.1 -0.3
C 2.402 -0.823 9.875 0.0 -0.3 0.3
C 2.369 1.683 -0.661 0.0 -0.7 0.8
C 0.504 -2.669 6.933 -0.1 -0.3 -0.3
C 0.564 3.769 2.301 -0.4 -0.5 0.0
C -1.598 3.439 3.734 -0.2 1.2 -0.8
C -5.147 -6.737 3.190 0.3 0.0 0.0
C 3.549 3.792 5.033 0.0 0.0 0.0
C 7.889 3.381 -6.263 -0.4 -0.2 0.1
C 2.337 -1.070 1.908 0.0 0.0 0.1
C 0.915 5.917 -8.046 0.0 0.0 0.1
C -3.635 -8.209 -7.694 -0.3 -0.2 0.2
C -0.083 -4.016 -2.826 0.4 -0.3 -0.2
C 1.315 -1.302 -0.248 0.3 0.2 0.3
C 0.040 -1.837 1.738 -0.1 -0.5 -0.8
C -0.893 3.291 2.391 0.7 -0.4 0.3
C 3.669 -0.422 -0.113 -0.8 0.9 -0.2
C -2.447 -7.609 -8.283 0.0 0.0 -0.1
C 0.183 -6.411 -6.116 0.0 0.2 -0.2
C -2.613 -3.906 5.208 -0.3 -0.2 0.5
C -2.402 -3.428 3.944 -0.8 -0.3 -0.8
C 1.827 6.936 -7.548 0.2 0.3 0.2
C 2.395 5.964 7.339 0.0 0.1 0.0
C 0.161 -1.733 0.361 -0.8 -0.2 -0.9
C -1.667 -3.677 6.200 -0.8 -0.3 -0.3
C 2.322 0.081 8.737 0.0 0.0 0.0
C -2.936 2.837 0.968 0.2 -0.8 -0.6
C 1.264 6.535 -11.510 0.2 -0.4 0.1
C -3.830 0.464 1.167 0.1 -0.3 -0.7
C 1.152 -1.497 2.477 -0.3 -0.2 1.7
C -3.426 1.597 0.169 -0.1 0.3 1.2
C 3.628 1.132 0.043 -0.4 -0.6 0.2
C 0.827 7.854 -11.946 0.0 0.0 0.0
C 9.121 3.979 -6.758 0.0 0.0 0.0
C -5.355 0.155 1.184 0.4 -0.4 0.4
C 2.124 5.813 8.761 -0.1 0.0 0.4
C 0.254 1.771 -5.925 0.0 0.0 0.0
C -5.632 -5.431 2.768 0.1 0.0 -0.1
C -2.958 -0.820 0.952 -0.2 0.7 0.1
C -1.458 2.739 1.310 -0.6 0.0 0.4
C -1.275 -2.704 3.584 -0.3 -0.7 -0.1
C 3.971 2.622 4.275 0.0 0.0 0.1
C 2.400 -0.953 0.546 1.4 -0.2 -1.3
C 3.772 5.134 -4.132 -0.1 0.2 0.4
C -8.572 -8.209 5.339 -0.4 0.1 0.0
H -5.474 -6.978 4.198 0.1 0.3 -0.3
H 3.462 1.290 1.115 0.6 0.4 -0.2
H -2.783 -0.975 3.059 0.4 0.0 0.0
H 1.292 7.711 -6.999 -0.2 -0.1 -0.1
H 0.809 -3.849 -2.222 -0.1 0.1 0.1
H -9.148 -9.121 5.190 0.1 -0.1 0.0
H 1.549 1.624 0.062 0.0 0.2 -0.3
H -1.385 -0.132 2.251 -0.4 0.1 0.3
H -0.690 -1.970 -0.278 0.2 0.0 0.5
H -8.894 -7.486 4.589 0.2 0.0 0.0
H 1.573 1.609 -7.568 -0.1 -0.1 0.1
H 4.576 -0.851 0.319 -0.1 0.1 0.0
H -3.036 3.713 0.307 0.0 0.0 0.3
H 3.199 -0.824 2.525 -0.2 0.0 0.0
H 0.842 -5.575 -6.347 0.1 -0.1 0.1
H 0.616 3.081 -7.548 -0.1 -0.1 0.2
H 0.677 4.286 1.343 0.2 -0.2 0.2
H 1.852 6.767 9.212 0.0 0.1 -0.1
H 4.548 1.606 -0.310 -0.2 0.0 0.1
H 1.396 -1.197 -1.328 -0.2 -0.1 0.1
H -3.582 0.854 2.166 0.0 -0.1 -0.2
H 7.059 3.556 -6.947 0.1 0.1 -0.1
H 1.365 -3.331 6.766 0.0 0.3 0.1
H 2.364 7.422 -8.362 -0.1 -0.1 -0.1
H 0.863 6.286 -10.529 -0.1 0.1 -0.1
H 7.993 2.303 -6.142 0.2 0.0 -0.1
H -2.191 2.557 3.991 0.2 0.1 0.0
H 1.965 2.898 -6.441 0.0 -0.1 0.1
H 2.059 1.045 -1.494 0.2 0.6 -0.3
H -3.550 3.002 1.862 0.1 0.1 -0.2
H 0.795 4.491 3.092 0.0 -0.2 0.0
H 3.576 4.692 4.425 0.0 -0.1 -0.1
H 1.304 5.118 8.933 0.0 0.0 -0.2
H 2.567 6.503 -6.876 0.0 -0.2 -0.1
H -2.275 4.308 3.685 0.0 -0.2 0.3
H 4.672 5.453 -3.608 0.1 -0.1 -0.1
H -4.510 -8.048 -8.322 0.1 0.1 -0.1
H 0.142 -3.693 -3.842 -0.1 0.1 0.0
H 2.350 6.478 -11.446 0.0 0.2 -0.1
H 3.002 -0.394 10.677 0.0 0.1 -0.1
H -5.908 0.567 0.335 0.1 0.1 0.2
H -2.358 -0.661 0.051 0.1 -0.2 0.2
H -3.511 -9.284 -7.566 0.1 0.0 -0.1
H 3.258 4.411 -3.499 0.0 -0.1 -0.1
H -0.823 2.180 0.613 0.0 1.0 -0.5
H -4.057 -6.777 3.181 0.0 0.2 -0.1
H -3.536 -4.438 5.429 0.2 0.0 0.0
H 2.856 -1.772 9.592 0.0 0.1 -0.1
H 7.609 3.794 -5.295 0.1 0.1 0.0
H 1.277 2.931 2.347 0.0 0.3 0.1
H -2.569 1.300 -0.448 -0.4 -0.1 -0.2
H -5.778 0.505 2.134 -0.2 0.1 -0.4
H -0.264 -5.091 -2.852 -0.1 0.0 0.1
H -4.280 1.850 -0.468 0.2 0.0 0.0
H 2.998 5.433 9.289 0.1 0.0 -0.1
H 4.194 3.958 5.893 0.1 -0.1 -0.1
H -3.847 -7.781 -6.714 0.1 0.1 0.0
H 0.824 -1.622 6.873 0.1 -0.2 0.1
H -5.501 -0.933 1.183 -0.1 0.2 -0.1
H -5.507 -7.527 2.533 -0.1 0.1 0.0
H -3.574 -1.703 0.749 0.2 0.1 0.3
H -3.174 -3.607 3.194 0.3 0.1 0.0
H -0.857 3.667 4.507 -0.2 -0.2 0.0
H -0.813 -6.006 -5.940 0.0 -0.1 0.1
H 3.123 6.004 -4.228 0.0 0.0 -0.2
H 0.128 -7.038 -7.002 0.0 -0.1 0.1
H -8.830 -7.809 6.318 0.2 0.0 0.0
H 0.938 5.759 -12.201 -0.1 0.1 -0.1
H -1.857 -4.054 7.201 0.3 0.2 0.0
H 1.412 -1.035 10.278 0.0 0.1 -0.1
H 3.627 -0.628 -1.191 0.2 -0.3 0.2
H 2.533 3.675 5.401 0.0 -0.2 -0.1
H 0.121 -2.881 7.937 0.0 0.1 -0.2

***

143
Properties=species:S:1:pos:R:3:forces:R:3 method="wB97M-V/def2-TZVPD" total_charge=+4 multiplicity=1 total_energy_ev=-104701.2315
Hf -0.473 0.115 0.395 0.0 0.5 0.5
S 5.705 -1.721 -5.312 0.0 0.0 0.2
P 0.377 3.443 1.590 -0.1 0.1 -0.1
P 1.325 -1.922 -0.499 0.2 0.1 -0.1
P 1.294 0.620 -1.717 -0.3 -0.2 -0.3
O -0.088 1.991 1.078 0.2 -0.3 0.0
N -1.845 -1.312 1.754 -0.2 -0.1 -0.1
N -2.605 1.112 0.482 0.0 0.2 0.1
N 0.684 -0.338 2.317 -0.1 -0.1 0.0
N -1.868 -1.215 -1.081 0.2 0.0 -0.1
N 1.758 -1.008 -1.881 -0.1 0.0 -0.1
C 0.055 -4.276 -1.413 -0.1 0.0 0.0
C -1.758 6.394 1.421 0.0 0.0 0.1
C 4.341 -0.866 2.069 0.0 0.0 0.0
C 2.190 -1.609 -3.188 0.0 0.0 0.0
C -2.794 4.489 0.174 0.0 -0.1 0.1
C 2.649 -1.968 0.743 0.0 -0.1 0.0
C 0.074 -5.560 -1.936 0.0 0.0 0.0
C 4.038 1.271 -1.683 0.0 0.0 0.0
C 2.456 -4.306 -1.236 0.0 0.0 0.0
C -3.683 0.338 1.151 -0.1 0.0 0.0
C 2.473 -5.584 -1.765 0.0 0.0 0.0
C -1.940 2.892 5.016 0.0 0.0 0.0
C 0.298 1.129 -3.133 0.2 -0.1 -0.2
C 3.240 5.603 2.385 -0.1 0.1 0.0
C 4.847 3.488 -2.144 0.0 0.0 0.0
C 3.485 -3.001 2.766 0.0 0.0 0.0
C -2.738 -2.231 -0.398 0.0 -0.1 -0.1
C -1.102 3.784 5.940 0.0 0.0 0.0
C -1.275 1.833 -5.330 -0.1 0.0 0.1
C 3.436 3.441 3.673 0.0 -0.1 0.1
C -2.198 -2.541 0.979 0.0 -0.1 0.1
C 0.126 4.885 4.040 0.0 0.1 -0.1
C 2.876 4.819 1.131 0.0 0.0 0.0
C 2.643 -3.026 1.663 0.0 0.0 0.0
C 0.091 1.638 -5.487 0.1 0.0 0.0
C 4.031 -2.206 -4.800 -0.1 0.0 -0.1
C 0.877 1.299 -4.397 0.0 0.0 0.0
C -2.903 5.974 0.509 0.0 0.0 -0.1
C 2.194 3.462 1.403 0.0 -0.1 -0.1
C -1.070 1.347 -2.995 -0.2 0.0 0.1
C 3.027 2.666 2.424 0.0 -0.1 0.0
C 2.484 3.058 -2.138 -0.1 0.0 0.0
C -1.862 1.700 -4.077 0.1 0.0 -0.1
C -1.674 3.195 3.532 -0.1 0.0 -0.1
C 1.285 -6.213 -2.111 0.0 0.0 0.0
C 1.237 -3.636 -1.048 0.2 0.0 0.0
C -0.394 6.091 0.808 0.1 0.0 0.0
C 4.341 -1.924 2.966 0.0 0.0 0.0
C -0.238 4.627 0.338 0.1 0.1 -0.1
C -0.198 3.550 3.311 0.0 -0.1 0.1
C -0.794 5.103 5.250 0.1 0.1 0.0
C -0.224 -0.622 3.457 0.0 -0.1 0.0
C 6.335 -3.266 -5.994 0.0 0.0 -0.1
C 4.102 4.767 3.322 0.1 0.0 0.0
C 2.725 1.713 -1.831 0.1 0.0 0.0
C 3.539 3.940 -2.290 0.0 0.0 0.0
C -1.455 4.194 -0.489 0.0 -0.1 0.0
C 3.666 -1.475 -3.510 0.1 0.1 0.0
C 3.489 -0.879 0.970 0.0 0.0 0.0
C -1.128 -1.744 2.999 0.0 0.1 0.0
C -3.074 -0.566 2.203 0.1 -0.1 0.1
C 5.094 2.158 -1.843 0.0 0.0 0.0
H 3.998 -3.287 -4.660 0.0 0.0 0.1
H 1.578 -1.139 -3.962 0.1 0.0 0.0
H -1.537 1.302 -2.011 0.1 0.0 0.0
H -2.400 1.935 1.051 0.0 0.0 0.0
H -1.281 -3.130 0.890 -0.1 0.0 0.0
H -0.777 0.287 3.693 -0.1 0.1 0.0
H 3.349 4.972 -2.551 0.0 0.0 0.0
H 0.622 4.599 -0.347 0.0 0.0 0.0
H 3.775 6.506 2.091 0.0 0.0 0.0
H 5.673 4.171 -2.288 0.0 0.0 0.0
H 1.945 1.171 -4.529 0.0 0.0 0.0
H 0.416 6.380 1.479 0.0 0.0 0.0
H 3.800 4.566 0.603 0.0 0.0 0.0
H -1.971 2.330 2.928 0.0 0.0 0.0
H -1.848 -2.041 3.765 0.1 0.0 0.0
H -2.918 -3.142 1.544 0.0 0.0 0.0
H 2.570 3.610 4.315 0.0 0.0 0.0
H -0.164 3.288 6.205 0.0 0.0 0.0
H 2.006 -3.888 1.507 0.0 0.0 0.0
H 6.349 -4.052 -5.244 0.0 0.0 0.0
H 4.121 2.825 4.258 0.0 0.0 0.0
H -2.293 4.034 3.209 0.0 -0.1 0.0
H 1.903 -2.661 -3.163 0.0 0.1 0.0
H 3.495 -3.836 3.452 0.0 0.0 0.0
H -2.454 -0.672 -1.712 0.1 0.0 0.0
H 0.038 5.731 3.361 0.0 0.0 0.0
H 0.344 -0.905 4.346 -0.1 0.0 0.0
H -3.003 3.039 5.213 0.0 0.0 0.0
H -3.814 -1.283 2.571 0.0 0.0 0.0
H 3.492 -0.029 0.300 0.0 0.0 0.0
H 3.309 -1.962 -5.584 0.0 0.0 0.0
H 3.927 -0.421 -3.628 0.0 0.0 0.0
H -2.906 3.915 1.106 0.0 0.0 0.0
H -0.266 6.709 -0.086 0.0 0.0 0.0
H -2.774 0.041 3.059 0.0 0.0 0.0
H 3.392 -3.832 -0.971 0.0 0.0 0.0
H -1.404 4.762 -1.423 0.0 0.0 0.0
H -1.815 7.462 1.636 0.0 0.0 0.0
H 3.416 -6.095 -1.905 0.0 0.0 0.0
H 4.275 -1.858 -2.686 0.0 0.0 0.0
H 7.358 -3.066 -6.307 0.0 0.0 0.0
H 2.232 2.910 0.449 0.0 0.0 0.1
H 6.111 1.801 -1.757 0.0 0.0 0.0
H 1.261 0.478 2.514 0.1 0.0 0.1
H 4.332 5.321 4.231 0.0 0.0 0.0
H -2.795 -3.148 -0.988 0.0 0.0 0.1
H 2.300 5.427 0.434 0.0 0.0 0.0
H -0.901 -3.787 -1.293 0.0 0.0 0.0
H -1.721 5.593 4.944 0.0 0.0 0.0
H 1.305 -7.213 -2.521 0.0 0.0 0.0
H -1.872 5.889 2.387 0.0 0.0 0.0
H -4.235 -0.203 0.392 0.0 0.0 0.0
H -0.526 -2.621 2.754 0.0 0.0 0.0
H 5.012 -1.918 3.814 0.0 0.0 0.0
H 0.406 2.758 3.786 0.0 0.0 0.0
H 2.541 1.731 2.722 -0.1 -0.1 0.0
H 5.764 -3.574 -6.867 0.0 0.0 0.0
H -2.869 6.551 -0.419 0.0 0.0 0.0
H -1.629 3.949 6.877 0.0 0.0 0.0
H -3.612 4.187 -0.485 0.0 0.0 0.0
H -1.731 1.840 5.234 0.0 -0.1 0.0
H -1.881 2.107 -6.182 0.0 0.0 0.0
H -3.754 -1.857 -0.371 0.0 0.0 0.0
H -2.976 1.521 -0.376 0.0 0.0 0.0
H 0.544 1.759 -6.461 0.0 0.0 0.0
H -2.919 1.888 -3.955 0.0 0.0 0.0
H -3.862 6.193 0.975 0.0 0.0 0.0
H 2.337 5.947 2.900 0.0 0.0 0.0
H 3.932 2.360 1.890 0.0 0.0 0.0
H -1.233 -1.701 -1.717 0.0 0.0 0.0
H -1.348 3.147 -0.791 0.0 0.0 0.0
H -0.302 5.793 5.934 0.0 0.0 0.0
H 1.341 -1.118 2.220 0.0 0.0 0.0
H 5.014 -0.032 2.216 0.0 0.0 0.0
H 1.160 4.864 4.376 -0.1 0.0 0.0
H 5.061 4.566 2.836 0.0 0.0 0.0
H -0.850 -6.052 -2.207 0.0 0.0 0.0
H 1.472 3.412 -2.301 0.0 0.0 0.0
H 4.254 0.231 -1.488 0.0 0.0 -0.1
H -4.400 1.014 1.624 0.1 -0.1 0.0

***

153
Properties=species:S:1:pos:R:3:forces:R:3 method="wB97M-V/def2-TZVPD" total_charge=+1 relative_energy_ev=0.000 multiplicity=1 total_energy_ev=-246419.5058
As 0.817 2.776 0.742 0.1 0.0 -0.1
As 3.736 1.711 -0.931 0.0 0.0 -0.1
Zn 0.276 0.188 -0.850 -0.1 0.0 0.2
P -1.788 -0.949 1.752 0.0 0.0 0.1
O -0.811 -0.113 0.919 0.0 0.1 0.0
N 2.291 -1.548 -1.871 0.0 0.0 0.0
N 1.942 -1.157 -0.609 0.1 0.0 -0.2
N 0.702 1.095 -2.821 0.2 0.0 0.0
N -0.069 -1.878 -2.751 0.0 0.0 0.0
N 1.296 0.088 -3.542 0.0 0.0 0.0
N -0.979 -1.026 -2.189 0.0 -0.1 0.0
C -3.474 -0.719 -2.345 0.0 0.0 0.0
C -1.237 3.368 -2.478 0.0 0.0 0.0
C -0.484 4.116 -4.697 0.0 0.0 0.0
C -1.495 -2.259 5.706 0.0 0.0 0.0
C 2.382 -0.071 2.105 0.0 0.0 0.1
C 4.216 2.058 -2.797 0.0 0.0 0.0
C -4.432 -0.441 2.922 0.0 0.0 0.0
C 0.022 -4.000 -4.064 0.0 0.0 0.0
C 2.395 -2.593 2.336 0.0 0.0 0.0
C -4.222 1.792 4.061 0.0 0.0 0.0
C 3.286 6.180 0.647 0.0 0.0 0.0
C 1.606 0.514 -4.780 0.0 0.0 0.0
C -3.243 0.556 -1.545 0.0 0.0 0.0
C -4.590 -1.571 -1.729 0.0 0.0 0.0
C 0.886 2.797 2.701 0.0 0.0 0.0
C 3.048 -1.367 1.680 0.0 0.0 0.0
C 0.412 -0.672 5.286 0.0 0.0 0.0
C 2.374 3.946 0.424 0.0 0.0 0.0
C 1.206 1.824 -4.880 -0.1 0.0 0.0
C 1.022 4.444 -2.756 0.0 0.0 0.0
C 2.240 -0.332 -5.833 0.0 0.0 0.0
C -2.188 -1.499 -2.502 0.0 0.1 0.0
C 4.510 -1.320 2.138 0.0 0.0 0.0
C -2.055 -2.705 -3.208 0.0 0.0 0.0
C 2.288 5.256 0.900 0.0 0.0 0.0
C -1.816 -2.412 4.216 0.0 0.0 0.0
C -3.391 -0.050 1.858 0.0 0.0 0.0
C -0.006 -2.016 5.910 0.0 0.0 0.0
C 5.565 1.491 -0.250 0.0 0.0 0.0
C -0.011 3.499 -3.373 0.0 0.0 0.0
C -0.700 -2.902 -3.358 0.0 0.0 0.0
C 0.626 2.150 -3.649 -0.1 0.0 0.0
C -3.105 2.191 3.101 0.0 0.0 0.0
C -0.592 4.148 0.645 0.0 0.0 0.0
C -1.895 -5.471 0.815 0.0 0.0 0.0
C -1.016 -1.411 3.341 0.0 0.0 0.0
C -3.255 -3.403 1.294 0.0 0.0 0.0
C -0.857 -3.216 0.426 0.0 0.0 0.0
C -2.150 -2.453 0.801 0.0 0.0 0.0
C -0.553 -0.217 4.184 0.0 0.0 0.0
C 4.498 4.502 -0.554 0.0 0.0 0.0
C -4.257 0.279 4.255 0.0 0.0 0.0
C 4.156 -2.677 -3.102 0.0 0.0 0.0
C 3.504 3.557 -0.299 0.0 0.0 0.0
C 3.492 -2.139 -1.879 0.0 0.0 0.0
C 3.953 -2.151 -0.581 0.0 0.1 0.0
C -3.911 -0.318 -3.766 0.0 0.0 0.0
C 4.396 5.804 -0.095 0.0 0.0 0.0
C -0.738 -4.530 1.188 0.0 0.0 0.0
C -3.243 1.480 1.760 0.0 0.0 0.0
C -3.181 -4.696 0.486 0.0 0.0 0.0
C 2.969 -1.524 0.182 0.0 -0.1 0.0
B 1.358 -1.381 -3.073 0.0 0.0 0.0
H 5.044 -2.241 1.903 0.0 0.0 0.0
H 0.460 0.104 6.052 0.0 0.0 0.0
H -2.063 -1.431 6.140 0.0 0.0 0.0
H -0.892 -3.434 -0.644 0.0 0.0 0.0
H 3.365 2.494 -3.318 0.0 0.0 0.0
H -2.842 -3.326 -3.602 0.0 0.0 0.0
H -2.635 0.383 -0.660 0.0 0.0 0.0
H 2.490 0.067 3.182 0.0 0.0 0.0
H -0.368 4.855 -0.150 0.0 0.0 0.0
H 5.376 4.217 -1.122 0.0 0.0 0.0
H -0.082 0.538 3.559 0.0 0.0 0.0
H 3.193 7.192 1.021 0.0 0.0 0.0
H 5.179 6.519 -0.311 0.0 0.0 0.0
H 4.452 1.102 -3.266 0.0 0.0 0.0
H 1.574 2.061 3.103 0.0 0.0 0.0
H 1.422 5.576 1.467 0.0 0.0 0.0
H -4.057 -5.317 0.680 0.0 0.0 0.0
H 0.428 -3.658 -5.017 0.0 0.0 0.0
H 1.202 3.792 3.010 0.0 0.0 0.0
H -4.474 -1.521 3.062 0.0 0.0 0.0
H -5.182 2.122 3.650 0.0 0.0 0.0
H -0.666 -4.820 -4.262 0.0 0.0 0.0
H 1.790 -2.036 -3.968 0.0 0.0 0.0
H 5.080 2.717 -2.883 0.0 0.0 0.0
H -2.136 1.957 3.550 0.0 0.0 0.0
H -5.407 -0.158 2.513 0.0 0.0 0.0
H 4.540 -1.196 3.222 0.0 0.0 0.0
H -2.079 -6.168 1.636 0.0 0.0 0.0
H -2.717 1.282 -2.155 0.0 0.0 0.0
H -4.144 1.855 1.262 0.0 0.0 0.0
H 5.045 -0.486 1.685 0.0 0.0 0.0
H -1.553 3.681 0.440 0.0 0.0 0.0
H 1.906 4.524 -3.393 0.0 0.0 0.0
H -1.422 0.252 4.643 0.0 0.0 0.0
H -2.402 1.724 1.109 0.0 0.0 0.0
H -1.124 3.428 -5.251 0.0 0.0 0.0
H -1.821 -3.159 6.231 0.0 0.0 0.0
H 2.872 0.769 1.606 0.0 0.0 0.0
H -1.546 4.350 -2.119 0.0 0.0 0.0
H -0.739 -4.335 2.265 0.0 0.0 0.0
H -3.207 -4.443 -0.579 0.0 0.0 0.0
H -1.609 -6.079 -0.046 0.0 0.0 0.0
H 0.850 -4.378 -3.465 0.0 0.0 0.0
H -2.512 -1.996 -0.125 0.0 0.0 0.0
H -4.417 -1.790 -0.674 0.0 0.0 0.0
H 0.245 -2.035 6.970 0.0 0.0 0.0
H 3.164 -0.792 -5.485 0.0 0.0 0.0
H 2.349 -2.466 3.420 0.0 0.0 0.0
H -1.555 -3.428 3.913 0.0 0.0 0.0
H 1.573 -1.132 -6.158 0.0 0.0 0.0
H 5.935 0.506 -0.534 0.0 0.0 0.0
H 5.125 -3.091 -2.831 0.0 0.0 0.0
H -0.652 4.679 1.594 0.0 0.0 0.0
H -4.234 -2.934 1.177 0.0 0.0 0.0
H 1.419 -0.761 4.877 0.0 0.0 0.0
H -2.890 -2.314 4.068 0.0 0.0 0.0
H 4.317 -1.897 -3.846 0.0 0.0 0.0
H 1.323 -0.046 1.849 0.0 0.0 0.0
H 0.595 5.444 -2.645 0.0 0.0 0.0
H 4.885 -2.564 -0.240 0.0 0.0 0.0
H -0.117 2.609 3.081 0.0 0.0 0.0
H -3.809 -0.373 0.899 0.0 0.0 0.0
H 0.220 -5.004 0.970 0.0 0.0 0.0
H 1.296 2.451 -5.749 0.0 0.0 0.0
H 0.352 4.403 -5.335 0.0 0.0 0.0
H -4.157 -1.194 -4.367 0.0 0.0 0.0
H 2.979 -3.490 2.127 0.0 0.0 0.0
H -1.056 2.728 -1.614 0.0 0.0 0.0
H 1.349 4.102 -1.778 0.0 0.0 0.0
H -3.114 3.270 2.935 0.0 0.0 0.0
H 1.388 -2.764 1.960 0.0 0.0 0.0
H -4.101 2.298 5.021 0.0 0.0 0.0
H 0.021 -2.584 0.562 0.0 0.0 0.0
H -4.793 0.323 -3.715 0.0 0.0 0.0
H -3.145 -3.641 2.352 0.0 0.0 0.0
H -3.112 0.229 -4.271 0.0 0.0 0.0
H -2.067 2.952 -3.048 0.0 -0.1 0.0
H 3.564 -3.464 -3.569 0.0 0.0 0.0
H 2.472 0.289 -6.696 0.0 0.0 0.0
H 6.227 2.256 -0.655 0.0 0.0 0.0
H -4.700 -2.522 -2.251 0.0 0.0 0.0
H -4.195 0.995 -1.239 0.0 0.0 0.0
H -0.112 -1.916 2.981 0.0 0.0 0.0
H 5.560 1.570 0.836 0.0 0.0 0.0
H -5.539 -1.037 -1.804 0.0 0.0 0.0
H -3.333 -0.045 4.740 0.0 0.0 0.0
H -5.071 -0.002 4.927 0.0 0.0 0.0
H -1.057 5.020 -4.484 0.0 0.0 0.0
H 0.551 -2.837 5.447 0.0 0.0 0.0

***

- Which value of multiplicity does entry 2 give?
  1